(1)
C2H5O2 | ωB97M-V/def2-TZVPD

ORCA input file:
```
! RIJCOSX wB97M-V def2-TZVPD def2/J DEFGRID3
* xyz 1 1
C -1.4508 0.3914 0.3164
C 0.9035 -0.2996 -0.1919
O 1.8982 0.5244 0.2599
O -0.4878 0.5999 -0.4057
H -2.4901 0.7744 0.0935
H -1.4652 -0.2880 1.1539
H 0.9744 -0.9872 -1.1248
H 0.5232 -0.8589 0.7004
H 2.5163 0.8268 -0.3972
*
```

Calculated values
* relative energy (zero: lowest compared OMol25 entry of this formula, charge and spin): 49.7 kJ/mol
* HOMO level: -17.4 eV
* lowest unoccupied orbital energy: -6.030 eV
* max |F|: 2.77 eV Å⁻¹

How is the electron density shared among the atoms? According to Löwdin, the charges in e are: number 1, C, carries 0.140; number 2, C, carries -0.038; number 3, O, carries 0.084; number 4, O, carries 0.070; number 5, H, carries 0.163; number 6, H, carries 0.125; number 7, H, carries 0.192; number 8, H, carries 0.137; number 9, H, carries 0.128


(2)
C10H13O | ωB97M-V/def2-TZVPD

ORCA input file:
```
! RIJCOSX wB97M-V def2-TZVPD def2/J DEFGRID3
* xyz 1 1
C 2.1835 1.6532 -0.1537
C 2.9209 0.6428 0.5078
C 0.9592 1.3240 -0.7117
C 2.6084 -0.6959 0.2808
C 0.4738 -0.0069 -0.7122
C 1.3601 -0.9874 -0.2615
C -0.8162 -0.3919 -1.3036
C -2.0887 -0.1216 1.6672
C -1.9245 0.6368 -0.7281
C -2.5537 -0.1913 0.3294
O 0.8503 -2.2596 -0.2884
H 2.4415 2.6388 -0.0519
H 3.7960 0.9756 1.1705
H 0.3975 2.0910 -1.1747
H 3.1512 -1.5367 0.8314
H -1.1296 -1.4684 -0.9303
H -0.9310 -0.4529 -2.3779
H -2.9972 0.1739 2.2524
H -1.1574 0.4866 1.8784
H -1.8205 -1.1828 2.1776
H -2.7319 1.1191 -1.4233
H 1.4874 -2.9953 -0.3271
H -1.3631 1.5571 -0.5551
H -3.1162 -1.0084 -0.0961
*
```

Calculated values
* relative energy (zero: lowest compared OMol25 entry of this formula, charge and spin): 172.4 kJ/mol
* HOMO level (spin up / spin down): -12.1 / -12.1 eV
* lowest unoccupied orbital energy (spin up / spin down): -6.134 / -6.133 eV
* max |F|: 3.87 eV Å⁻¹

How is the electron density shared among the atoms? According to Löwdin, the charges in e are: number 1, C, carries -0.056; number 2, C, carries -0.049; number 3, C, carries -0.027; number 4, C, carries -0.010; number 5, C, carries -0.196; number 6, C, carries -0.272; number 7, C, carries -0.068; number 8, C, carries -0.032; number 9, C, carries -0.133; number 10, C, carries 0.040; number 11, O, carries 0.033; number 12, H, carries 0.080; number 13, H, carries 0.143; number 14, H, carries 0.105; number 15, H, carries 0.149; number 16, H, carries 0.154; number 17, H, carries 0.138; number 18, H, carries 0.145; number 19, H, carries 0.129; number 20, H, carries 0.179; number 21, H, carries 0.172; number 22, H, carries 0.135; number 23, H, carries 0.093; number 24, H, carries 0.146


(3)
CH5OPS | ωB97M-V/def2-TZVPD

ORCA input file:
```
! RIJCOSX wB97M-V def2-TZVPD def2/J DEFGRID3
* xyz 0 1
C -0.3485 -0.7360 0.0950
P 0.9615 0.4437 -0.2390
O 0.6036 1.7965 0.5387
S 2.9178 -0.3281 -0.0638
H -0.5506 -0.9849 1.1396
H -1.2912 -0.3294 -0.4375
H -0.0183 -1.5611 -0.5071
H 0.3831 0.8779 -1.3752
H 0.9426 2.0066 1.4053
*
```

Calculated values
* relative energy (zero: lowest compared OMol25 entry of this formula, charge and spin): 19.6 kJ/mol
* HOMO level: -8.7 eV
* SMILES: C[P@@H](O)=S
* lowest unoccupied orbital energy: 0.628 eV
* max |F|: 3.65 eV Å⁻¹

How is the electron density shared among the atoms? According to Löwdin, the charges in e are: number 1, C, carries -0.280; number 2, P, carries 0.304; number 3, O, carries -0.282; number 4, S, carries 0.033; number 5, H, carries 0.052; number 6, H, carries 0.080; number 7, H, carries 0.023; number 8, H, carries 0.001; number 9, H, carries 0.069


(4)
C39H81N3O39 | ωB97M-V/def2-TZVPD

ORCA input file:
```
! RIJCOSX wB97M-V def2-TZVPD def2/J DEFGRID3
* xyz 0 1
N -2.5143 0.4023 3.1648
C -2.8540 0.2090 1.6804
N -1.5882 0.5732 0.8903
N -3.1653 -1.2418 1.3899
C -4.0311 1.2726 1.2684
O -5.1086 0.7222 0.4326
C -6.1652 0.0773 1.2266
O -7.1991 -0.4816 0.5384
O -6.2127 -0.0553 2.6905
H -3.3272 0.7989 3.6923
H -2.2348 -0.5253 3.5538
H -1.8668 0.7277 -0.1141
H -1.2164 1.4767 1.2959
H -3.5804 -1.3927 0.4445
H -2.2107 -1.7087 1.3267
H -4.5054 1.8537 2.1920
H -3.4956 2.1234 0.6240
H -5.8628 -0.9798 2.8833
C 1.0238 4.8151 2.4842
O 0.9425 5.8841 1.5434
C 0.3981 5.5373 0.3498
O -0.0068 4.4272 0.0417
O 0.3823 6.6393 -0.4417
C -0.1681 6.4221 -1.7393
H 1.4740 5.2053 3.4011
H 0.0253 4.4362 2.7252
H 1.6622 4.0121 2.1018
H -1.2142 6.1074 -1.6671
H 0.4226 5.6833 -2.2905
H -0.1307 7.3687 -2.2851
C -3.4932 0.8821 -6.4946
O -3.6722 1.2487 -5.1279
C -4.7042 0.6192 -4.5115
O -5.4530 -0.1992 -5.0221
O -4.7590 1.0580 -3.2286
C -5.8055 0.4763 -2.4536
H -2.6419 1.4453 -6.8869
H -3.2690 -0.1859 -6.5816
H -4.3789 1.1424 -7.0832
H -5.6737 -0.6080 -2.3792
H -6.7835 0.7203 -2.8807
H -5.7550 0.8988 -1.4465
C -7.0740 -6.4867 -0.8316
O -6.3069 -5.3205 -1.1248
C -6.5042 -4.8211 -2.3710
O -7.2567 -5.2796 -3.2165
O -5.7194 -3.7234 -2.5136
C -5.8242 -3.0885 -3.7864
H -6.8374 -6.7991 0.1892
H -8.1453 -6.2674 -0.8848
H -6.8103 -7.3032 -1.5115
H -6.8455 -2.7335 -3.9579
H -5.5105 -3.7693 -4.5844
H -5.1547 -2.2241 -3.7890
C 2.1939 -0.5810 1.7242
O 3.3033 -0.8543 2.5779
C 3.6510 0.1765 3.3889
O 3.1056 1.2681 3.4352
O 4.7105 -0.2173 4.1395
C 5.1880 0.7741 5.0468
H 2.0038 -1.4730 1.1210
H 1.2967 -0.3667 2.3138
H 2.4223 0.2494 1.0484
H 4.4105 1.0427 5.7692
H 5.5360 1.6588 4.5038
H 6.0348 0.3516 5.5943
C -2.7131 -4.3475 6.1057
O -1.4283 -4.9444 5.9403
C -0.5468 -4.1870 5.2399
O -0.7678 -3.0838 4.7653
O 0.6232 -4.8695 5.1590
C 1.6518 -4.1882 4.4436
H -3.3359 -5.0395 6.6794
H -2.6340 -3.4103 6.6660
H -3.1892 -4.1804 5.1341
H 1.9054 -3.2446 4.9373
H 1.3502 -4.0147 3.4055
H 2.5407 -4.8248 4.4415
C -0.6965 -4.7312 -2.4279
O 0.2844 -4.1887 -1.5460
C 1.5571 -4.2670 -2.0103
O 1.9023 -4.7466 -3.0790
O 2.3790 -3.7195 -1.0798
C 3.7600 -3.7327 -1.4361
H -1.6761 -4.6153 -1.9562
H -0.7052 -4.1864 -3.3776
H -0.5183 -5.7985 -2.5939
H 3.9295 -3.1482 -2.3461
H 4.1163 -4.7602 -1.5624
H 4.3238 -3.2711 -0.6210
C 1.1035 -4.5312 8.7321
O 2.0844 -3.9887 9.6140
C 3.3571 -4.0670 9.1497
O 3.7023 -4.5466 8.0810
O 4.1790 -3.5195 10.0802
C 5.5600 -3.5327 9.7239
H 0.1239 -4.4153 9.2038
H 1.0948 -3.9864 7.7824
H 1.2817 -5.5985 8.5661
H 5.7295 -2.9482 8.8139
H 5.9163 -4.5602 9.5976
H 6.1238 -3.0711 10.5390
C 1.4982 8.2171 -7.5692
O 0.2365 8.8723 -7.6837
C -0.5433 8.7794 -6.5771
O -0.2526 8.2016 -5.5413
O -1.7026 9.4404 -6.8225
C -2.6275 9.4261 -5.7369
H 2.0376 8.3557 -8.5102
H 2.0919 8.6610 -6.7635
H 1.3622 7.1433 -7.4052
H -2.1987 9.9183 -4.8580
H -2.9285 8.4006 -5.4996
H -3.5169 9.9834 -6.0433
C 9.4001 4.7060 8.0624
O 8.4699 4.1164 7.1561
C 7.8559 5.0020 6.3314
O 8.0368 6.2096 6.3134
O 7.0058 4.3116 5.5303
C 6.2852 5.1211 4.6032
H 9.8305 3.9070 8.6723
H 10.2118 5.1978 7.5167
H 8.8950 5.4133 8.7282
H 6.9724 5.6296 3.9193
H 5.6557 5.8450 5.1307
H 5.6369 4.4660 4.0150
C -0.8202 9.8823 0.6795
O -0.0531 11.0484 0.3863
C -0.2505 11.5478 -0.8599
O -1.0029 11.0894 -1.7054
O 0.5343 12.6455 -1.0026
C 0.4296 13.2805 -2.2754
H -0.5836 9.5699 1.7003
H -1.8915 10.1016 0.6262
H -0.5565 9.0657 -0.0004
H -0.5917 13.6355 -2.4468
H 0.7433 12.5997 -3.0734
H 1.0991 14.1449 -2.2780
C -2.1018 -8.7239 -6.1956
O -3.3635 -8.0688 -6.3101
C -4.1433 -8.1617 -5.2036
O -3.8526 -8.7394 -4.1677
O -5.3026 -7.5006 -5.4489
C -6.2275 -7.5149 -4.3633
H -1.5624 -8.5854 -7.1366
H -1.5081 -8.2800 -5.3900
H -2.2378 -9.7977 -6.0316
H -5.7987 -7.0227 -3.4844
H -6.5285 -8.5404 -4.1261
H -7.1169 -6.9577 -4.6697
C 3.2869 -6.6427 -4.5160
O 4.5717 -7.2396 -4.6815
C 5.4532 -6.4822 -5.3819
O 5.2322 -5.3790 -5.8565
O 6.6232 -7.1647 -5.4628
C 7.6518 -6.4834 -6.1782
H 2.6641 -7.3347 -3.9424
H 3.3660 -5.7055 -3.9558
H 2.8108 -6.4756 -5.4877
H 7.9054 -5.5398 -5.6845
H 7.3502 -6.3099 -7.2162
H 8.5407 -7.1200 -6.1803
*
```

Calculated values
* HOMO level: -9.7 eV
* lowest unoccupied orbital energy: 0.058 eV
* max |F|: 9.21 eV Å⁻¹

Löwdin population analysis, charges in e, atoms 1 to 99: number 1, N, carries 0.054; number 2, C, carries -0.553; number 3, N, carries 0.021; number 4, N, carries 0.049; number 5, C, carries -0.093; number 6, O, carries -0.096; number 7, C, carries -0.273; number 8, O, carries -0.003; number 9, O, carries 0.016; number 10, H, carries 0.069; number 11, H, carries 0.073; number 12, H, carries 0.084; number 13, H, carries 0.082; number 14, H, carries 0.077; number 15, H, carries 0.096; number 16, H, carries 0.146; number 17, H, carries 0.153; number 18, H, carries 0.141; number 19, C, carries -0.046; number 20, O, carries -0.013; number 21, C, carries -0.560; number 22, O, carries 0.100; number 23, O, carries -0.026; number 24, C, carries -0.044; number 25, H, carries 0.095; number 26, H, carries 0.097; number 27, H, carries 0.097; number 28, H, carries 0.101; number 29, H, carries 0.101; number 30, H, carries 0.093; number 31, C, carries -0.052; number 32, O, carries -0.010; number 33, C, carries -0.555; number 34, O, carries 0.096; number 35, O, carries -0.002; number 36, C, carries -0.036; number 37, H, carries 0.094; number 38, H, carries 0.098; number 39, H, carries 0.099; number 40, H, carries 0.086; number 41, H, carries 0.110; number 42, H, carries 0.067; number 43, C, carries -0.042; number 44, O, carries -0.006; number 45, C, carries -0.556; number 46, O, carries 0.077; number 47, O, carries -0.008; number 48, C, carries -0.046; number 49, H, carries 0.097; number 50, H, carries 0.103; number 51, H, carries 0.087; number 52, H, carries 0.110; number 53, H, carries 0.104; number 54, H, carries 0.067; number 55, C, carries -0.046; number 56, O, carries -0.017; number 57, C, carries -0.560; number 58, O, carries 0.101; number 59, O, carries -0.011; number 60, C, carries -0.047; number 61, H, carries 0.088; number 62, H, carries 0.093; number 63, H, carries 0.099; number 64, H, carries 0.100; number 65, H, carries 0.089; number 66, H, carries 0.097; number 67, C, carries -0.051; number 68, O, carries -0.015; number 69, C, carries -0.569; number 70, O, carries 0.098; number 71, O, carries -0.019; number 72, C, carries -0.042; number 73, H, carries 0.095; number 74, H, carries 0.098; number 75, H, carries 0.098; number 76, H, carries 0.099; number 77, H, carries 0.097; number 78, H, carries 0.100; number 79, C, carries -0.044; number 80, O, carries -0.006; number 81, C, carries -0.533; number 82, O, carries 0.082; number 83, O, carries -0.011; number 84, C, carries -0.041; number 85, H, carries 0.095; number 86, H, carries 0.100; number 87, H, carries 0.099; number 88, H, carries 0.104; number 89, H, carries 0.099; number 90, H, carries 0.095; number 91, C, carries -0.044; number 92, O, carries -0.007; number 93, C, carries -0.558; number 94, O, carries 0.107; number 95, O, carries -0.011; number 96, C, carries -0.053; number 97, H, carries 0.097; number 98, H, carries 0.087; number 99, H, carries 0.106


(5)
CHAlF3NO4S2 | ωB97M-V/def2-TZVPD

ORCA input file:
```
! RIJCOSX wB97M-V def2-TZVPD def2/J DEFGRID3
* xyz 0 1
N -0.6354 1.9020 -0.2409
S 0.7637 2.1155 0.8186
O 2.8533 -0.8370 0.8402
S -0.9724 0.4723 -0.7006
O 0.2084 -0.4829 -0.7810
O -1.8612 0.4324 -1.8667
C -1.9979 -0.4159 0.5990
F -1.2836 -0.6374 1.6977
F -3.0426 0.3405 0.9194
F -2.4431 -1.5823 0.1436
Al 1.5964 0.1188 0.0716
O 3.3346 -0.3159 -0.4856
H 3.4797 -1.1099 -1.0153
*
```

Calculated values
* HOMO level: -8.8 eV
* lowest unoccupied orbital energy: -0.662 eV
* max |F|: 5.00 eV Å⁻¹

How is the electron density shared among the atoms? According to Löwdin, the charges in e are: number 1, N, carries -0.601; number 2, S, carries 0.627; number 3, O, carries -0.081; number 4, S, carries 0.607; number 5, O, carries -0.251; number 6, O, carries -0.268; number 7, C, carries -0.681; number 8, F, carries 0.132; number 9, F, carries 0.153; number 10, F, carries 0.150; number 11, Al, carries 0.078; number 12, O, carries -0.001; number 13, H, carries 0.134


(6)
C5H10O | ωB97M-V/def2-TZVPD

ORCA input file:
```
! RIJCOSX wB97M-V def2-TZVPD def2/J DEFGRID3
* xyz 0 1
C 0.7477 -0.1198 1.7025
C 0.4807 1.0949 0.8143
C -0.5682 0.8321 -0.2722
C -0.1310 -0.2608 -1.2206
C -0.3978 -1.6901 -0.9290
O -1.1256 -0.6335 -2.2223
H 1.1599 -0.9576 1.1288
H -0.1773 -0.4735 2.1711
H 1.4619 0.1224 2.4964
H 1.4176 1.4234 0.3428
H 0.1432 1.9346 1.4342
H -0.7526 1.7516 -0.8439
H -1.5170 0.5307 0.1911
H 0.7730 0.0033 -1.7786
H 0.2880 -2.2937 -1.5443
H -1.8340 -1.0762 -1.6877
*
```

Calculated values
* relative energy (zero: lowest compared OMol25 entry of this formula, charge and spin): 409.9 kJ/mol
* HOMO level: -8.8 eV
* lowest unoccupied orbital energy: 0.781 eV
* max |F|: 0.44 eV Å⁻¹

How is the electron density shared among the atoms? According to Löwdin, the charges in e are: number 1, C, carries -0.112; number 2, C, carries -0.258; number 3, C, carries -0.182; number 4, C, carries -0.450; number 5, C, carries 0.097; number 6, O, carries -0.041; number 7, H, carries 0.066; number 8, H, carries 0.079; number 9, H, carries 0.070; number 10, H, carries 0.107; number 11, H, carries 0.105; number 12, H, carries 0.119; number 13, H, carries 0.120; number 14, H, carries 0.148; number 15, H, carries 0.034; number 16, H, carries 0.097


| no. | E (eV) |
| --- | --- |
| 1 | -6240.2797 |
| 2 | -12618.3503 |
| 3 | -23290.0343 |
| 4 | -126076.3178 |
| 5 | -47151.9247 |
| 6 | -7390.5175 |